106
Properties=species:S:1:pos:R:3:forces:R:3:lowdin_charge:R:1 method="wB97M-V/def2-TZVPD" e_homo_ev=-9.136 de_lowest_kcal_mol=339.29 gap_ev=7.9 smiles="CCOC(=O)CCCc1cccc2c1C(=O)N(N)C2=O.C[N+](=O)[O-].C[N+](=O)[O-].C[N+](=O)[O-].C[N+](=O)[O-].C[N+](=O)[O-].C[N+](=O)[O-].C[N+](=O)[O-].C[N+](=O)[O-].C[N+](=O)[O-].C[N+](=O)[O-]" charge=0 e_tot_ha=-3403.4305
C 6.930527 -1.932753 2.077650 0.4 0.1 -0.7 -0.0875
C 6.943399 -1.932143 0.406219 2.1 0.6 1.0 -0.2231
O 5.735714 -1.332794 -0.183266 -2.3 -3.9 0.4 -0.1036
C 4.615811 -2.316815 -0.239534 0.1 -4.4 1.1 -0.2303
O 4.706140 -3.599335 0.135968 0.1 7.9 -2.1 -0.0327
C 3.175142 -1.740514 -0.785501 -0.3 1.3 0.0 -0.1125
C 1.935844 -2.811883 -0.722820 0.9 -0.5 0.0 -0.1899
C 1.482962 -2.968014 0.844768 -0.4 -1.5 0.7 -0.1613
C -0.112801 -2.730364 1.136598 -3.5 0.8 0.5 -0.0456
C -1.071391 -3.797461 1.997133 -2.0 3.4 -1.3 0.0191
C -2.688456 -3.474360 2.277907 1.7 2.9 -1.9 -0.0257
C -3.413834 -2.069209 1.732797 4.7 -0.8 -1.1 0.0064
C -2.439212 -1.040610 0.909033 0.9 -2.7 0.9 -0.0277
C -0.861011 -1.369688 0.613045 -1.9 -1.8 1.2 0.0275
C -0.349660 -0.075456 -0.251105 2.8 -0.2 -2.0 -0.1457
O 0.549813 0.069426 -1.227024 -6.1 -1.0 6.6 -0.0019
N -1.264422 1.023672 0.329955 -1.4 -0.7 -3.7 -0.1596
N -0.894331 1.539699 1.561438 0.0 -0.1 1.5 0.0512
C -2.687090 0.433267 0.237159 -3.0 0.6 -0.9 -0.1792
O -3.761683 1.014010 -0.305906 6.8 -3.7 3.7 -0.0163
H 7.636817 -1.060976 2.445595 -1.6 -1.9 -0.7 0.0534
H 7.410320 -2.955135 2.415783 -1.2 2.2 -0.4 0.0928
H 5.859204 -1.735588 2.511004 2.0 -0.7 -0.9 0.0838
H 7.844715 -1.203803 0.119329 -2.2 -1.5 0.3 0.1318
H 7.236652 -2.982136 -0.026219 -1.1 2.0 0.8 0.1292
H 2.890266 -0.833195 -0.064041 0.8 -1.8 -1.6 0.1096
H 3.251012 -1.322035 -1.890926 0.2 -0.9 2.5 0.1177
H 1.019536 -2.544978 -1.413801 2.1 -0.1 1.5 0.1090
H 2.361154 -3.843368 -1.146069 -1.0 2.1 1.2 0.1245
H 2.146422 -2.317014 1.591444 -1.6 -1.2 -1.8 0.1360
H 1.713337 -4.097053 1.146799 -0.6 2.5 -0.5 0.1249
H -0.647275 -4.812603 2.427229 -0.8 2.4 -1.1 0.0981
H -3.392840 -4.217255 2.890097 2.0 1.7 -1.5 0.0957
H -4.540741 -1.801576 1.913057 2.5 -0.7 -0.4 0.0986
H -0.916009 0.830655 2.326553 -0.3 0.6 -0.6 0.0965
H -1.451083 2.382214 1.828276 0.9 -1.1 -0.8 0.0681
C -4.547774 -2.678771 -2.006004 0.2 0.2 -0.1 0.0252
N -3.618318 -3.815439 -1.765644 0.8 -0.5 0.1 -0.4163
O -2.414028 -3.612621 -1.959623 -1.6 -0.6 0.4 0.0412
O -4.123894 -4.879233 -1.389114 0.8 1.3 -0.5 0.0375
H -3.968878 -1.811824 -2.331330 0.0 -0.3 0.1 0.0981
H -5.250785 -2.986553 -2.782780 0.2 0.0 0.3 0.0833
H -5.061513 -2.468716 -1.065703 0.0 -0.2 -0.2 0.0731
C 2.151725 2.430789 -1.004299 -0.1 -0.3 -0.3 0.0356
N 3.284372 3.257106 -1.502281 0.6 0.0 -0.8 -0.4050
O 3.763856 2.956471 -2.601732 -0.5 0.8 1.8 0.0674
O 3.660227 4.184154 -0.775401 -0.1 -0.9 -0.9 0.0082
H 1.928466 1.656571 -1.741385 0.2 0.4 0.2 0.0765
H 2.461270 1.983862 -0.057319 -0.1 0.2 -0.1 0.0831
H 1.294591 3.093633 -0.869477 0.1 -0.1 0.1 0.0953
C -4.765987 3.495054 -1.731854 0.3 -0.1 0.2 0.0146
N -4.955741 4.811052 -2.399552 0.2 1.1 -0.3 -0.4267
O -4.054590 5.647569 -2.268230 -1.6 -1.1 -0.4 0.0631
O -6.003998 4.967221 -3.036583 1.3 -0.1 0.7 0.0313
H -3.806084 3.498283 -1.211153 -0.3 0.1 -0.2 0.0842
H -5.587665 3.362665 -1.024993 0.1 0.0 -0.2 0.0994
H -4.781429 2.726742 -2.507531 -0.1 0.1 0.2 0.0966
C 10.896784 0.462549 3.644561 0.1 0.2 -0.2 0.0367
N 10.212162 -0.857855 3.683301 -0.5 -1.0 0.0 -0.4208
O 9.964602 -1.399113 2.599404 0.4 0.6 1.6 0.0308
O 9.942510 -1.313682 4.800687 0.3 0.6 -1.7 0.0546
H 11.071456 0.739451 2.602750 -0.1 -0.2 0.2 0.0960
H 10.241746 1.187783 4.131690 0.2 -0.2 0.0 0.1005
H 11.842755 0.359065 4.179955 -0.3 0.0 0.0 0.1013
C -8.760324 -4.368005 -1.268475 -0.2 -0.2 -0.2 0.0507
N -7.721663 -3.302869 -1.249852 0.6 0.7 -0.2 -0.3950
O -7.358975 -2.846801 -2.340511 -0.6 -0.5 1.7 0.0153
O -7.299682 -2.954721 -0.140905 -0.4 -0.3 -1.6 0.0450
H -9.037437 -4.573090 -2.304672 0.2 0.2 0.2 0.1011
H -8.329883 -5.256208 -0.801410 -0.1 0.2 0.0 0.1032
H -9.620023 -3.999797 -0.704953 0.2 -0.1 0.0 0.1044
C -3.490793 3.994829 4.329319 -0.3 0.2 0.0 0.0452
N -2.192195 3.792923 3.631786 0.7 0.2 -0.4 -0.4230
O -1.930608 4.552335 2.691604 -0.1 -1.3 1.2 0.0634
O -1.472120 2.877735 4.047677 -0.9 1.3 -0.6 0.0388
H -4.017584 4.828745 3.860672 0.2 -0.2 0.0 0.0993
H -4.065104 3.071416 4.230286 0.2 0.1 0.1 0.1038
H -3.271756 4.216241 5.375845 0.0 -0.2 -0.2 0.1036
C 2.776734 -4.260757 -5.059524 0.2 -0.2 -0.1 0.0430
N 2.787725 -3.139926 -4.081110 0.0 0.8 0.7 -0.4040
O 3.866032 -2.873539 -3.537631 -1.6 -0.3 -0.8 0.0520
O 1.713563 -2.559212 -3.886206 1.7 -0.7 -0.2 0.0526
H 3.783703 -4.677264 -5.130864 -0.2 0.2 0.1 0.0968
H 2.073975 -5.011623 -4.692560 0.0 0.2 -0.1 0.1035
H 2.458107 -3.854993 -6.021838 -0.1 -0.1 0.2 0.1017
C 1.620995 6.501216 -0.350151 0.1 -0.3 0.1 0.0372
N 0.161505 6.580589 -0.628117 -1.1 0.1 -0.2 -0.4210
O -0.457550 5.513453 -0.712197 0.7 1.6 0.1 0.0456
O -0.321502 7.711898 -0.754151 0.5 -1.7 0.2 0.0495
H 1.907532 5.450982 -0.263782 -0.2 0.4 0.0 0.0565
H 2.141633 6.975596 -1.184557 -0.1 0.0 0.2 0.1076
H 1.807228 7.030128 0.586751 -0.1 0.0 -0.2 0.1035
C -8.319241 1.019818 -3.282251 0.1 0.2 -0.2 0.0428
N -9.003863 -0.300586 -3.243511 -0.5 -1.0 -0.2 -0.4189
O -9.251423 -0.841844 -4.327407 0.3 0.6 1.7 0.0573
O -9.273515 -0.756413 -2.126125 0.2 0.6 -1.6 0.0310
H -8.144569 1.296720 -4.324062 -0.1 -0.2 0.3 0.0990
H -8.974279 1.745052 -2.795122 0.2 -0.2 0.0 0.1035
H -7.373270 0.916334 -2.746857 -0.2 0.0 0.0 0.0978
C 4.280759 2.598606 3.120779 0.1 0.2 -0.3 0.0448
N 3.596137 1.278202 3.159519 -0.5 -1.0 0.2 -0.4141
O 3.348577 0.736944 2.075623 0.2 0.5 1.5 0.0300
O 3.326485 0.822375 4.276905 0.3 0.5 -1.8 0.0553
H 4.455431 2.875507 2.078969 -0.1 -0.2 0.2 0.0902
H 3.625721 3.323840 3.607908 0.2 -0.2 0.0 0.1036
H 5.226730 2.495121 3.656174 -0.3 0.0 0.0 0.1013